Entry 1:
36
Properties=species:S:1:pos:R:3:forces:R:3:lowdin_charge:R:1 method="wB97M-V/def2-TZVPD" orbital_gap_ev=8.065 e_tot_ev=-35915.6372 total_charge=-1
C 1.59202 3.05596 -0.11943 -0.47 0.07 -0.23 -0.083
C 0.18479 2.40492 0.35266 -0.11 2.06 -1.47 -0.281
O 0.14282 2.13040 1.77558 0.32 -2.99 -0.73 -0.260
P 0.85155 0.65001 2.19641 3.87 1.19 4.16 0.696
O 2.03643 0.99479 3.13023 -2.83 -0.85 -2.18 -0.377
C 1.57308 -0.32768 0.77019 -0.41 -1.34 -0.92 -0.209
C 0.73556 -1.62191 0.33743 0.56 -1.17 -0.89 -0.261
C 0.89547 -1.95300 -1.24282 0.25 0.05 0.90 -0.265
B -0.25344 -1.17024 -2.11387 2.04 -0.50 -0.89 -1.063
I -2.30700 -2.02092 -1.78553 -0.61 -0.07 0.41 0.602
C 0.07046 -1.40747 -3.73369 -2.01 -0.06 -1.38 -0.240
C -0.65531 -0.23789 -4.52413 3.00 1.31 0.16 -0.272
O -0.06832 0.87074 -4.64843 -2.11 -2.86 0.06 -0.070
O -0.19188 -0.30839 3.17318 0.15 2.49 -2.85 -0.240
C -1.54576 -0.31637 2.65223 -2.07 -1.89 0.11 -0.305
C -2.64616 -0.20630 3.82545 0.25 -0.35 -0.02 -0.090
H 2.26110 3.30974 0.76149 -0.84 -0.62 -1.00 0.084
H 2.10675 2.37237 -0.86431 -0.42 0.82 1.06 0.068
H 1.39727 4.04380 -0.66364 0.15 -1.40 0.70 0.072
H -0.11623 1.54004 -0.31563 0.46 0.79 1.01 0.092
H -0.59019 3.23074 0.16680 0.89 -1.34 0.50 0.121
H 2.58808 -0.71605 1.13390 -1.52 0.96 -0.11 0.111
H 1.78975 0.26654 -0.16915 -0.50 -0.30 1.29 0.076
H -0.37885 -1.55413 0.52345 1.37 -0.01 0.06 0.036
H 1.17878 -2.52781 0.87854 -0.90 1.34 -0.25 0.108
H 0.89445 -3.08208 -1.44546 -0.06 1.42 0.49 0.095
H 1.92714 -1.58125 -1.56820 -1.16 -0.41 0.31 0.093
H -0.22479 0.00061 -1.89270 -0.34 0.43 0.37 0.031
H 1.17827 -1.48418 -3.96092 -1.30 0.47 0.15 0.098
H -0.46642 -2.38192 -4.02283 1.03 1.16 0.21 0.063
H -1.69257 -0.38942 -4.99815 1.11 0.09 0.80 0.117
H -1.74844 0.41578 1.81175 0.42 -0.54 1.17 0.114
H -1.71100 -1.36093 2.20187 0.20 1.53 0.45 0.112
H -2.44588 0.65037 4.53904 -0.19 -0.89 -0.96 0.073
H -2.65745 -1.17455 4.44022 0.23 1.37 -0.86 0.076
H -3.70407 -0.11429 3.39850 1.57 0.03 0.37 0.077


Entry 2:
111
Properties=species:S:1:pos:R:3:forces:R:3:lowdin_charge:R:1 method="wB97M-V/def2-TZVPD" orbital_gap_ev=2.256 e_tot_ev=-111061.7643 e_above_lowest_ev=8.171 total_charge=+1
Al -3.01146 -1.93631 2.43738 -0.02 -0.02 -0.05 1.001
S 0.98539 -0.94262 -0.85840 -0.18 -2.54 0.75 0.344
O 2.14466 -0.79381 -1.74153 -1.29 0.16 1.01 -0.052
O 0.01941 0.15455 -0.96574 -0.07 0.54 -0.72 -0.009
O 0.21976 -2.19068 -1.11084 0.23 0.80 -1.36 -0.147
O 1.25748 -0.96346 0.58371 1.28 1.05 0.33 -0.141
C -8.12815 4.00735 1.63010 -0.33 -0.25 0.96 -0.054
O -7.32962 4.61713 0.62239 1.87 -0.25 0.11 0.001
C -5.99174 4.39439 0.67473 1.00 -3.62 0.90 -0.466
O -5.46077 3.40131 1.29076 -1.70 4.48 -2.11 0.039
O -5.37729 5.25179 -0.17972 -4.86 -2.19 1.02 -0.022
C -4.16711 5.77735 0.07537 2.38 0.47 -0.28 -0.094
H -9.13288 3.94034 1.21282 0.12 0.25 0.30 0.100
H -8.04282 4.58880 2.54810 -0.55 0.66 -0.23 0.097
H -7.84382 3.04158 2.04790 0.52 -0.39 -1.09 0.085
H -4.09711 6.25526 1.05251 0.01 0.14 -0.06 0.107
H -4.13347 6.47714 -0.75965 1.06 0.37 0.41 0.110
H -3.42328 4.98618 -0.01888 0.49 0.28 0.07 0.097
C 7.89612 -0.57666 3.54639 -1.74 0.02 0.43 -0.061
O 9.02561 0.05788 4.07566 2.09 -0.34 -0.64 0.002
C 9.19414 0.23078 5.37725 -4.39 0.45 2.58 -0.547
O 8.21893 0.16471 6.19209 3.64 -0.06 -2.31 0.053
O 10.43743 0.60215 5.63021 -0.43 -0.15 -0.72 0.019
C 10.80872 0.98986 6.93690 0.75 -0.80 1.32 -0.042
H 7.06223 0.11456 3.66860 -0.23 -0.12 -0.14 0.094
H 7.61190 -1.50255 4.04644 0.34 0.05 0.36 0.098
H 7.99475 -0.82559 2.48979 0.67 0.41 0.11 0.093
H 10.86681 2.06794 7.08678 -0.28 -0.08 -0.34 0.101
H 11.79254 0.55009 7.10063 0.24 0.35 -0.30 0.095
H 10.23536 0.50628 7.72778 -0.66 0.27 -0.34 0.096
C 1.13548 -10.59821 4.00908 0.47 -0.15 0.45 -0.032
O 0.40815 -9.43605 3.59302 -0.46 -0.47 0.50 0.016
C 0.84003 -8.52616 2.74050 1.72 -1.11 0.37 -0.628
O 0.29067 -7.49338 2.57974 -1.08 1.37 -0.48 0.143
O 2.00817 -8.86587 2.14649 -1.03 -1.24 0.80 -0.024
C 2.35520 -8.06436 1.05737 1.64 0.23 -0.36 -0.064
H 2.00559 -10.34110 4.61314 0.20 0.38 -0.32 0.095
H 1.44999 -11.25438 3.19752 -0.22 0.23 -0.11 0.097
H 0.50474 -11.13182 4.72008 -0.36 0.06 -0.44 0.095
H 1.71039 -8.22839 0.19400 -0.34 0.57 0.27 0.107
H 3.34065 -8.41946 0.75587 0.03 -0.09 -0.01 0.095
H 2.52191 -7.05616 1.43661 -0.58 0.28 -0.66 0.099
C -3.33080 4.64781 7.16737 -0.64 2.15 0.48 -0.050
O -1.92127 4.81635 7.01906 0.58 -2.34 -1.01 -0.004
C -1.25220 3.81122 6.36644 -0.47 -1.31 0.79 -0.562
O -1.68327 2.76717 5.86805 0.11 2.17 0.68 0.071
O 0.02332 4.09992 6.49186 1.04 1.30 1.03 -0.007
C 1.01907 3.20295 5.98109 -2.43 -1.09 -1.09 -0.012
H -3.64665 5.66608 6.94053 -0.75 -0.24 -1.16 0.092
H -3.65129 4.72648 8.20621 0.65 -1.19 0.46 0.090
H -3.82404 3.84103 6.62521 0.46 0.22 -0.08 0.096
H 0.85832 3.34651 4.91261 1.37 -0.10 -0.27 0.099
H 0.58207 2.21702 6.13940 0.54 -0.34 0.24 0.083
H 2.01634 3.27160 6.41563 -0.45 0.72 -0.09 0.105
C -4.82029 -0.51124 -4.99478 2.51 1.03 1.38 -0.079
O -6.14083 -0.74363 -4.77575 -2.76 -0.87 -1.45 0.017
C -6.56524 -1.27675 -3.64087 -0.65 0.40 -1.10 -0.625
O -5.92849 -1.53331 -2.67416 1.30 -0.25 1.19 0.135
O -7.87341 -1.45858 -3.77080 -0.15 0.20 -0.78 0.026
C -8.51842 -1.95931 -2.64402 -0.66 -1.29 1.30 -0.068
H -4.58208 0.07230 -4.10549 1.29 0.17 -0.14 0.097
H -4.59092 0.08539 -5.87769 -0.82 -0.03 -0.05 0.103
H -4.17885 -1.39102 -5.04627 -0.28 -0.30 0.16 0.102
H -8.81604 -1.17025 -1.95342 0.05 0.05 -0.08 0.102
H -7.91022 -2.69730 -2.12099 0.36 0.33 0.13 0.091
H -9.38395 -2.56157 -2.92012 -0.18 0.55 -0.51 0.099
C -8.55757 -7.73327 1.04924 0.91 0.27 -0.32 -0.033
O -7.84674 -8.04202 -0.16579 1.64 -0.47 -0.60 -0.033
C -6.50330 -7.75112 -0.21352 -0.78 1.16 -1.81 -0.518
O -5.97633 -6.89934 0.45962 0.19 -0.92 0.00 0.111
O -5.95023 -8.36350 -1.32733 -2.51 0.15 1.82 -0.023
C -4.73654 -7.94605 -1.87633 1.45 -0.23 0.13 -0.075
H -9.60815 -7.94017 0.84537 0.29 -0.37 0.18 0.098
H -8.46539 -6.67639 1.29945 0.15 0.00 -0.02 0.086
H -8.06702 -8.33817 1.81184 -0.69 0.04 0.35 0.100
H -4.62468 -8.47818 -2.82102 -0.32 0.21 -0.05 0.098
H -3.90873 -8.30694 -1.26595 0.09 0.20 0.23 0.093
H -4.61718 -6.87286 -2.02505 -0.39 0.03 0.10 0.096
C 3.29922 6.31543 -0.48923 -2.20 -0.51 1.80 -0.093
O 3.34751 7.02058 -1.69927 0.60 1.49 -1.13 -0.023
C 3.13223 8.39666 -1.72582 0.70 -0.04 -1.31 -0.493
O 3.05706 9.12940 -0.77934 -0.20 -0.67 -0.57 0.139
O 3.12618 8.77538 -3.07526 0.03 -1.04 1.88 -0.042
C 2.94708 10.16182 -3.46132 -0.32 -0.29 0.56 -0.031
H 3.80153 6.65913 0.41502 0.43 0.78 -0.57 0.097
H 3.46198 5.23777 -0.50543 1.00 0.12 -1.34 0.085
H 2.24440 6.24679 -0.22324 -0.33 0.52 0.42 0.089
H 3.20898 10.84721 -2.65525 0.21 -0.14 -0.06 0.090
H 1.90042 10.32805 -3.71623 -0.03 -0.13 0.05 0.090
H 3.54171 10.32333 -4.36045 0.12 -0.11 0.27 0.093
C 1.27655 3.40015 -5.66831 -0.14 -2.05 0.13 0.024
N 0.15300 4.22624 -6.15149 0.08 1.74 -2.00 -0.429
O -0.11621 5.14322 -5.40307 -0.58 -0.21 0.17 0.062
O -0.29216 4.13561 -7.31355 0.86 -0.72 2.21 0.052
H 1.18224 3.28697 -4.58831 0.23 0.71 -0.10 0.091
H 2.23765 3.78382 -6.01064 -0.34 0.36 0.14 0.109
H 1.17893 2.37474 -6.02484 -0.11 0.18 -0.55 0.090
C 2.39224 -4.53474 -6.05472 0.27 1.91 0.18 0.023
N 1.17160 -5.29509 -5.99636 -1.45 -3.50 0.34 -0.453
O 1.24207 -6.36705 -5.37235 0.17 1.31 -0.26 0.039
O 0.17548 -4.99139 -6.62163 0.59 0.88 0.11 0.074
H 3.00040 -4.92245 -6.87199 0.05 -0.05 0.33 0.116
H 2.84409 -4.53814 -5.06280 0.24 -0.49 -0.36 0.103
H 2.09934 -3.50335 -6.25106 0.13 -0.06 -0.33 0.098
C 8.26406 3.74735 -3.26220 -0.11 -1.13 -0.05 0.030
N 8.69813 4.11308 -4.59872 0.84 3.10 -1.85 -0.454
O 8.21204 3.55924 -5.55822 0.02 -0.62 0.14 0.069
O 9.45861 5.09736 -4.70643 -0.85 -1.73 0.61 0.043
H 9.14790 3.27863 -2.82951 -0.17 0.44 0.61 0.108
H 7.52038 2.96818 -3.42937 -0.10 0.23 0.34 0.095
H 7.86348 4.64508 -2.79134 0.37 -0.29 0.21 0.109


Entry 3:
56
Properties=species:S:1:pos:R:3:forces:R:3:lowdin_charge:R:1 method="wB97M-V/def2-TZVPD" smiles="O=C(NCCN1CCCC1)c1ccc(Cn2c(=S)[nH]c3cc4c(cc3c2=O)OCO4)cc1" orbital_gap_ev=8.424 e_tot_ev=-49227.5896 e_above_lowest_ev=1.300
O 4.28532 1.90518 0.19866 0.06 0.10 0.27 0.054
C 3.47461 1.46225 -0.59407 -0.05 -0.07 -0.28 -0.452
N 3.78145 0.50222 -1.50100 0.02 -0.09 -0.31 0.070
H 3.02857 0.04872 -1.99355 -0.06 0.11 0.14 0.134
C 5.03905 -0.20209 -1.46437 0.19 -0.17 0.03 -0.161
H 5.68172 0.34288 -0.77060 -0.01 -0.06 -0.13 0.116
C 4.85561 -1.65541 -1.01279 -0.10 0.23 0.00 -0.194
N 4.06802 -1.73632 0.19353 0.05 -0.09 0.01 -0.184
C 3.68501 -3.09175 0.54735 -0.11 -0.18 -0.08 -0.202
C 3.19625 -2.99322 1.99783 -0.03 -0.06 -0.04 -0.162
H 2.10846 -2.99926 2.04302 -0.01 -0.05 0.03 0.101
H 3.56292 -3.83248 2.58738 -0.05 -0.03 0.00 0.101
C 3.75798 -1.65238 2.50229 0.11 0.04 -0.03 -0.159
H 2.95506 -0.92583 2.61854 0.01 0.04 0.04 0.104
H 4.27504 -1.74910 3.45497 -0.02 0.05 0.05 0.104
C 4.69884 -1.20028 1.38779 -0.02 0.20 0.15 -0.188
H 5.70772 -1.62698 1.53351 0.02 -0.02 -0.02 0.126
H 4.78023 -0.11607 1.32919 0.11 -0.02 0.01 0.101
H 4.54546 -3.78160 0.48033 -0.02 0.03 -0.01 0.116
H 2.91052 -3.44803 -0.13600 0.07 -0.08 -0.01 0.115
H 5.85415 -2.11940 -0.89672 -0.10 0.00 -0.03 0.124
H 4.31766 -2.20716 -1.79157 0.09 -0.03 -0.01 0.119
H 5.49928 -0.18898 -2.45857 0.06 0.01 0.14 0.119
C 2.07120 1.96436 -0.65940 -0.26 0.18 0.11 -0.132
C 1.49591 2.44614 0.51250 0.15 -0.09 -0.08 -0.002
C 0.20490 2.93675 0.51179 0.06 0.02 0.01 -0.020
C -0.53156 2.96768 -0.66692 -0.01 0.02 -0.10 -0.191
C 0.04648 2.50202 -1.84105 -0.06 0.04 0.02 -0.024
C 1.33623 2.00388 -1.84001 0.14 -0.04 0.11 -0.020
H 1.77604 1.67559 -2.77073 0.05 -0.03 -0.08 0.111
H -0.52235 2.52476 -2.75796 -0.06 0.01 -0.07 0.110
C -1.94667 3.48654 -0.66888 0.23 0.31 -0.27 -0.116
N -2.87419 2.47027 -0.17231 -0.17 -0.03 0.12 0.019
C -3.30309 2.52467 1.12213 -0.29 -0.05 0.48 -0.766
S -2.89323 3.70486 2.19649 0.10 0.42 0.48 0.694
N -4.14327 1.53961 1.54426 0.13 0.14 0.01 0.079
C -4.58899 0.50671 0.76198 0.05 -0.34 -0.84 -0.172
C -4.16272 0.45817 -0.56944 -0.12 0.00 0.39 -0.060
C -4.58716 -0.57025 -1.42665 -0.29 -0.36 0.13 0.094
C -5.42763 -1.51240 -0.90440 0.10 0.34 0.42 -0.188
C -5.85321 -1.45944 0.43512 0.31 0.22 -0.45 -0.191
C -5.45176 -0.46520 1.28858 -0.14 -0.23 -0.07 0.086
H -5.78220 -0.42989 2.31275 -0.06 0.00 0.17 0.130
O -6.67591 -2.50772 0.68900 0.19 0.44 0.34 0.054
C -6.77178 -3.23758 -0.51981 -0.66 -1.07 -0.28 -0.145
O -5.98597 -2.60531 -1.50506 0.22 0.21 -0.20 0.044
H -7.82301 -3.26923 -0.84581 0.25 0.10 0.09 0.143
H -6.40926 -4.26444 -0.35702 -0.01 0.29 0.00 0.143
H -4.24763 -0.58716 -2.44800 0.05 0.00 -0.14 0.136
C -3.26245 1.49059 -1.08732 -0.26 -0.27 0.00 -0.351
O -2.86742 1.52780 -2.23196 0.03 -0.04 -0.12 0.097
H -4.44555 1.60677 2.50767 0.15 0.12 -0.19 0.133
H -2.25497 3.73288 -1.68716 0.02 -0.01 0.17 0.131
H -2.03953 4.36148 -0.02300 -0.05 -0.18 -0.17 0.078
H -0.23032 3.30960 1.42676 -0.06 0.03 0.06 0.075
H 2.08218 2.43260 1.41875 0.07 0.02 0.07 0.119